Entry 1:
101
Properties=species:S:1:pos:R:3:forces:R:3:mulliken_charge:R:1 method="wB97M-V/def2-TZVPD" charge=-2 e_homo_ha=-0.10344 spin_multiplicity=1 relative_energy_ev=2.4316 orbital_gap_ev=6.65
Pb 0.473711 -0.077156 0.009283 0.645 0.437 -0.645 1.1726
O -0.403666 -5.340812 -3.792914 -0.422 0.362 0.080 -0.5890
C 0.871559 -5.372314 -3.511345 0.105 -0.061 -0.031 0.4268
O 1.650588 -6.104188 -4.090073 -0.024 -0.069 -0.053 -0.6672
C 1.344759 -4.491036 -2.405033 0.235 0.098 0.353 -0.1344
C 2.539632 -4.648826 -1.721910 -0.438 0.050 -0.358 0.0384
Cl 3.766175 -5.766291 -2.077884 0.272 -0.131 -0.032 -0.1912
N 2.614230 -3.701994 -0.749247 -0.398 -0.593 -0.838 0.4648
N 1.533791 -2.908519 -0.816708 -0.482 0.626 0.331 0.1696
C 0.753887 -3.358204 -1.776714 0.289 -0.333 -0.177 0.3509
C -0.539263 -2.651854 -2.157641 0.174 0.108 -0.128 0.2526
O -1.429129 -3.370513 -2.672527 -0.247 -0.532 -0.226 -0.9113
O -0.607780 -1.432266 -1.985075 0.089 0.170 0.062 -0.4385
C 3.589182 -3.486380 0.240978 0.511 0.319 0.579 0.2962
C 3.661496 -2.228045 0.825674 -0.095 -0.152 -0.194 0.7547
C 4.552114 -1.976289 1.849459 0.001 -0.064 0.013 -0.6450
C 5.414044 -2.971149 2.278283 0.024 0.076 0.011 -0.7913
C 5.360269 -4.219305 1.680933 0.055 -0.021 0.090 -0.8631
C 4.438866 -4.493731 0.684840 -0.077 -0.071 -0.039 -0.7465
H -0.915350 -4.550334 -3.291109 0.347 -0.248 -0.023 0.4554
H 2.983678 -1.470653 0.482711 -0.001 0.082 0.046 -0.1247
H 4.543587 -1.005720 2.319893 0.040 0.123 0.030 0.5384
H 6.106615 -2.779496 3.086428 0.068 0.002 0.012 0.4133
H 6.033737 -4.998575 2.009289 -0.006 -0.105 0.024 0.3722
H 4.378180 -5.485433 0.272287 0.020 -0.017 0.058 0.4426
O 2.926332 3.406100 1.612142 0.389 0.307 0.128 -0.8239
C 2.427330 2.440936 1.038079 0.252 0.052 0.031 -0.1796
O 1.226819 2.072814 1.079093 -0.413 -0.408 -0.242 0.0689
C 3.395771 1.588643 0.185900 -0.104 0.084 0.074 0.3734
C 4.785982 1.646371 0.432932 0.340 -0.111 0.078 -0.6649
C 5.619487 0.791969 -0.229514 -0.193 0.140 0.009 -1.0885
C 5.087263 -0.070016 -1.213421 -0.419 -0.011 -0.122 1.5725
C 5.847903 -1.010533 -1.931832 0.134 -0.070 -0.130 -0.7720
C 5.261580 -1.799068 -2.882689 0.251 -0.023 0.057 -0.7570
C 3.892557 -1.676862 -3.164709 -0.253 0.055 -0.035 -0.7806
C 3.118549 -0.788719 -2.473220 0.032 -0.094 -0.088 0.0582
C 3.693926 0.015987 -1.469087 0.766 -0.187 -0.144 -0.6144
N 2.890900 0.810671 -0.734407 -0.058 0.566 0.061 0.3103
H 5.141889 2.351204 1.166998 -0.016 0.049 0.104 0.5618
H 6.683235 0.755772 -0.023959 0.022 0.062 0.035 0.3660
H 6.905514 -1.094677 -1.722239 0.114 -0.019 0.023 0.3846
H 5.846851 -2.522577 -3.433332 0.081 -0.033 0.004 0.4254
H 3.451251 -2.295674 -3.932785 -0.071 -0.065 -0.041 0.4514
H 2.060512 -0.694419 -2.661592 -0.167 0.018 -0.061 0.5616
S -1.954804 -0.693198 0.795367 -0.783 0.364 -0.243 -0.6571
C -1.713079 -1.540919 2.334315 -0.198 0.283 0.215 -0.1183
C -2.836672 -2.145377 2.889044 -0.098 -0.141 0.076 -0.4757
C -2.755812 -2.913164 4.033114 -0.219 -0.066 0.028 -0.8638
C -1.524423 -3.085031 4.648843 0.020 -0.062 0.095 -0.5599
C -0.403511 -2.492522 4.112883 -0.085 -0.151 0.105 -0.7700
C -0.462798 -1.722642 2.946039 0.297 0.217 -0.166 0.6234
S 1.054331 -1.073137 2.379405 -0.065 -0.019 0.507 -0.6077
H -3.784241 -2.012435 2.390417 -0.150 0.026 -0.044 0.4354
H -3.645097 -3.371703 4.446397 -0.033 -0.027 -0.034 0.3699
H -1.437783 -3.700647 5.535028 -0.003 0.019 0.084 0.3331
H 0.563568 -2.617937 4.579169 0.041 -0.043 0.025 0.4458
N -0.318533 2.242786 -1.697967 0.506 0.110 -0.155 -0.5413
C 0.517994 2.220772 -2.531434 -0.752 -0.013 0.789 0.6529
N 1.266169 2.043285 -3.496061 -0.590 -0.817 -0.647 -0.6700
C 2.384827 2.413062 -3.991896 0.755 0.428 -0.187 0.6415
N 3.351471 2.694485 -4.561098 0.481 0.134 -0.131 -0.7457
C -4.373324 3.523997 2.893456 0.537 -0.311 -0.316 -1.2939
Si -2.838770 2.385394 2.611467 -0.410 0.718 1.194 0.9830
C -3.086639 0.990019 3.903250 0.191 0.213 -0.829 -1.1227
C -1.281581 3.366971 3.138188 -0.430 -0.424 -0.464 -0.7690
Si -2.694440 1.837519 0.300059 -0.062 -0.864 0.658 0.0801
Si -1.627596 3.585032 -1.106330 0.010 0.987 -0.284 2.0630
C -3.078997 4.760881 -0.439279 0.009 -0.658 0.311 -1.9799
C -2.154256 3.801902 -2.957906 -0.080 -0.376 0.522 -1.5836
C -0.200038 4.709340 -0.479929 -0.410 -0.566 0.080 -1.1453
Si -4.550930 0.800842 -0.810051 -1.129 -0.326 -0.669 0.7320
C -6.128082 1.921245 -0.816961 0.758 -0.149 0.077 -1.3297
C -4.044584 0.493479 -2.631476 0.038 0.232 0.712 -1.0540
C -5.206995 -0.892720 -0.185334 0.544 0.537 0.053 -1.1077
H -4.445442 3.859008 3.923798 0.125 -0.024 0.292 0.3920
H -5.297790 3.012998 2.648104 -0.233 -0.203 -0.083 0.2868
H -4.315336 4.406136 2.267813 -0.028 0.240 -0.174 0.3767
H -3.383691 1.375286 4.875620 -0.036 0.340 0.047 0.4810
H -2.165036 0.433437 4.029753 0.192 -0.151 0.051 0.2408
H -3.841820 0.283726 3.576387 -0.180 -0.157 -0.034 0.2452
H -1.064645 3.251349 4.197404 -0.121 -0.112 0.190 0.4034
H -1.382372 4.429006 2.934167 -0.087 0.199 -0.129 0.3382
H -0.414850 3.010540 2.586402 0.240 -0.046 -0.079 -0.1041
H -4.069505 4.364102 -0.651518 -0.343 -0.066 -0.051 0.3028
H -3.024585 5.746212 -0.898269 0.209 0.115 -0.278 0.4887
H -3.017926 4.914130 0.633871 0.043 0.069 0.300 0.3167
H -3.155997 4.209085 -3.044273 -0.240 0.131 0.029 0.3753
H -2.133280 2.858592 -3.490319 0.063 -0.215 -0.158 0.3121
H -1.482412 4.477159 -3.480523 0.290 0.159 0.035 0.4007
H -0.546986 5.416144 0.266138 -0.144 0.168 0.128 0.2828
H 0.258183 5.276295 -1.286348 -0.035 0.023 -0.343 0.3937
H 0.576483 4.110314 -0.024523 0.222 -0.149 0.145 -0.0143
H -5.897829 2.920210 -1.169696 0.060 0.283 -0.088 0.3551
H -6.548135 2.017484 0.178867 -0.038 0.006 0.283 0.3201
H -6.905063 1.519965 -1.460897 -0.049 -0.247 -0.188 0.4159
H -3.873595 1.419834 -3.169812 0.054 0.235 -0.041 0.2453
H -4.787291 -0.077036 -3.183645 -0.240 -0.122 0.089 0.4500
H -3.118294 -0.073520 -2.645826 0.258 -0.158 -0.036 0.2121
H -5.410103 -0.878429 0.880741 -0.041 0.029 0.276 0.2469
H -4.450111 -1.647833 -0.363279 0.156 -0.177 -0.016 0.3216
H -6.116510 -1.202610 -0.695092 -0.158 0.206 -0.214 0.4501



Entry 2:
89
Properties=species:S:1:pos:R:3:forces:R:3:mulliken_charge:R:1 method="wB97M-V/def2-TZVPD" charge=+2 e_homo_ha="-0.47753 / -0.51329" spin_multiplicity=3 s_squared=2.014 relative_energy_ev=0.0000 orbital_gap_ev="6.84 / 8.00"
Mo -0.212175 -0.939435 0.091072 0.173 -0.518 -0.035 0.0951
C 1.276574 -2.622849 2.605834 -0.062 -0.044 0.024 -0.8202
Si 2.346170 -1.135016 2.253671 -0.126 0.021 -0.103 -0.2647
C 4.085824 -1.618852 1.868012 0.133 -0.028 -0.009 -1.0334
C 2.247256 0.130432 3.599579 0.019 0.104 0.066 -0.7169
N 1.577050 -0.471205 0.783694 -0.135 0.042 -0.023 0.2714
P 1.637830 0.952571 -0.085621 0.036 -0.072 -0.068 3.2019
C -0.021419 0.936682 -0.563411 0.046 -0.011 -0.030 -2.0460
P -1.611066 1.336590 -0.028113 -0.074 -0.177 -0.035 2.8655
N -1.981170 -0.181382 0.548306 0.049 0.133 -0.083 -0.0034
Si -3.460039 -1.018808 1.116228 0.173 0.051 -0.035 -0.4212
C -4.276650 -0.001319 2.423233 -0.065 0.065 0.105 -0.8955
C -4.557055 -1.311286 -0.343383 -0.060 0.003 -0.107 -0.9404
C -2.811633 -2.627442 1.787703 0.036 -0.087 0.079 -1.0491
C -1.717815 2.526256 1.297787 -0.025 -0.005 0.073 -0.0716
C -1.478232 2.104471 2.606992 -0.047 0.025 -0.005 -0.0874
C -1.443749 3.031457 3.634288 0.003 -0.009 -0.003 -1.1118
C -1.639921 4.379712 3.356642 0.006 -0.003 0.015 -0.6390
C -1.874848 4.802797 2.055800 -0.002 0.011 -0.011 -0.9151
C -1.915863 3.878548 1.021997 -0.004 0.006 -0.014 0.0363
C -2.690688 1.861394 -1.343399 0.005 0.003 0.015 0.4361
C -2.284715 1.731119 -2.669299 -0.007 -0.012 0.000 -0.7682
C -3.155101 2.083860 -3.689546 0.009 -0.005 -0.008 -0.7278
C -4.422991 2.559231 -3.386436 -0.008 0.004 0.005 -0.5979
C -4.829333 2.692017 -2.063432 -0.009 -0.008 -0.011 -0.7321
C -3.964746 2.346700 -1.039591 -0.018 -0.009 0.018 -0.3759
C 2.682578 0.698498 -1.516934 0.057 0.043 0.016 -0.0596
C 2.824402 1.746882 -2.426820 0.003 0.003 0.022 -0.5716
C 3.615824 1.579497 -3.548777 0.007 0.003 -0.016 -0.7563
C 4.273413 0.372341 -3.760856 0.001 0.001 -0.011 -0.5034
C 4.138758 -0.668035 -2.854662 -0.003 0.004 -0.001 -0.9515
C 3.340112 -0.508675 -1.729444 -0.005 -0.020 0.017 -0.0309
C 2.354697 2.299965 0.835196 0.012 0.020 0.027 0.1220
C 3.750919 2.302012 0.933545 -0.007 0.028 -0.016 -0.7540
C 4.383240 3.247652 1.721086 0.003 0.000 0.001 -0.7362
C 3.630526 4.200838 2.397327 0.012 0.003 0.008 -0.6622
C 2.248202 4.212089 2.284660 -0.011 -0.007 0.001 -0.5990
C 1.604850 3.259584 1.508832 -0.025 -0.011 0.004 0.6708
H 1.589065 -3.121044 3.526385 -0.001 -0.005 -0.007 0.4853
H 1.345177 -3.364259 1.804436 -0.016 -0.004 -0.002 0.2482
H 0.223257 -2.350920 2.750455 0.033 -0.005 -0.008 0.0090
H 4.560742 -2.013508 2.769770 0.020 -0.005 -0.015 0.4524
H 4.678781 -0.763585 1.537908 0.014 -0.004 -0.010 0.3294
H 4.139560 -2.392924 1.100534 0.010 0.001 -0.003 0.3309
H 2.537876 -0.307418 4.557107 0.000 0.007 0.005 0.4859
H 1.235642 0.529630 3.703984 -0.010 -0.005 0.015 0.1372
H 2.918853 0.968767 3.399010 -0.021 -0.002 0.029 0.2509
H -4.523670 1.000422 2.065214 -0.013 0.005 0.014 0.2844
H -3.652692 0.102302 3.312434 -0.016 0.009 0.004 0.2995
H -5.210703 -0.480535 2.726370 -0.006 0.019 0.010 0.4996
H -5.006262 -0.387666 -0.711330 0.003 0.010 -0.022 0.2897
H -5.369629 -1.987272 -0.066881 -0.011 0.007 -0.014 0.4303
H -4.006342 -1.768966 -1.168534 -0.019 -0.012 -0.001 0.3079
H -2.143219 -2.482068 2.640647 -0.008 -0.003 -0.032 0.2473
H -2.294490 -3.219705 1.025042 0.017 -0.009 0.009 0.2576
H -3.644815 -3.239634 2.141177 0.014 -0.023 -0.008 0.4563
H -1.323550 1.053300 2.818372 0.002 -0.005 -0.002 0.6398
H -1.268171 2.707120 4.651348 0.002 0.001 0.000 0.4799
H -1.615549 5.103103 4.161027 -0.003 -0.002 0.001 0.4715
H -2.031899 5.852134 1.845776 0.000 -0.002 -0.002 0.4796
H -2.095123 4.211142 0.007229 -0.006 0.001 0.000 0.5410
H -1.289960 1.366119 -2.894257 0.004 0.005 0.002 0.4378
H -2.842345 1.994692 -4.721020 0.000 -0.002 0.001 0.4489
H -5.098737 2.836006 -4.184691 0.002 0.001 0.000 0.4320
H -5.816123 3.070495 -1.833620 0.003 0.000 0.002 0.4543
H -4.277517 2.463546 -0.007973 -0.003 0.000 -0.009 0.3887
H 2.322555 2.692868 -2.254917 0.002 -0.003 -0.007 0.4291
H 3.729094 2.390120 -4.255776 -0.002 -0.001 0.002 0.4564
H 4.899233 0.247943 -4.634531 0.000 0.004 0.002 0.4250
H 4.664043 -1.599834 -3.016705 -0.003 -0.002 0.002 0.4751
H 3.240666 -1.315398 -1.013447 0.001 0.014 -0.014 0.2568
H 4.341140 1.577729 0.384424 0.005 -0.001 0.004 0.4484
H 5.462081 3.252323 1.797366 -0.001 -0.003 0.000 0.4476
H 4.127468 4.944634 3.005903 0.001 -0.001 -0.003 0.4291
H 1.666448 4.964357 2.800345 0.000 -0.001 -0.003 0.5106
H 0.527910 3.273467 1.427939 0.088 0.016 -0.006 -0.0518
N -0.013231 -2.702227 -1.136199 -0.192 0.506 0.258 -0.7287
C 0.081950 -3.653280 -1.778479 0.027 -0.075 -0.141 0.0422
C 0.200007 -4.824070 -2.571039 -0.009 0.031 0.133 0.7159
C 0.195155 -6.069629 -1.933493 -0.002 -0.047 -0.020 -0.3685
C 0.303173 -7.209817 -2.705419 -0.001 0.015 0.013 -0.6711
C 0.413495 -7.103121 -4.087599 0.001 0.005 -0.001 -0.3393
C 0.418498 -5.860875 -4.713642 0.003 -0.012 0.008 -0.6605
C 0.311666 -4.708923 -3.959953 0.003 0.034 -0.041 -0.4407
H 0.106471 -6.133484 -0.857328 0.000 0.000 -0.004 0.4523
H 0.300679 -8.181520 -2.232235 0.000 -0.004 -0.008 0.4219
H 0.496307 -8.001041 -4.685237 0.001 0.002 -0.003 0.4232
H 0.504869 -5.794178 -5.788929 -0.001 -0.003 0.000 0.4215
H 0.313168 -3.734218 -4.428763 -0.001 -0.002 -0.001 0.4733